ORCA calculation (ωB97M-V/def2-TZVPD) on one molecule with the formula C8H14O at a distorted geometry.

Element x y z (Å)
H -2.86462 -1.03617 1.80963
H 1.77125 1.62315 -0.56673
H -2.13315 0.33954 2.79688
H 1.33867 -1.09433 0.78201
C -2.22073 -0.23702 1.82233
H -0.42356 -2.32590 -1.98439
H 0.75069 1.34229 -1.81156
C 0.10418 -2.05132 -1.02117
O -1.24315 -0.30713 -0.30990
C -1.25955 0.14854 0.96765
C 0.12570 -0.54559 -0.94899
H 0.48948 0.91889 1.88478
H 2.60786 1.07674 0.79041
H -0.22168 2.08549 0.77491
H 1.13613 -2.39973 -1.17907
C 0.38741 0.41180 -2.19378
H -0.61003 0.68303 -2.51846
C -0.44355 1.30744 1.53977
H -1.15000 1.84624 2.26122
C 1.82460 0.90431 0.17076
H -0.13088 -2.49523 -0.15068
C 1.16961 -0.25072 0.05564
H 0.99531 0.05568 -2.97126

Cartesian forces (eV/Å) of the 3 atoms listed first:
H -1.4 -1.7 -0.6
H -0.4 1.5 -1.1
H -0.6 -1.2 -1.2

## Properties
calculated total energy	-10566.5488	eV
LUMO level	0.88	eV
multiplicity	1
frontier orbital gap	0.340	hartree
SMILES string	C=CC(C)(C)OC(=C)C

How positive or negative is each atom? The natural (NBO) charges in e answer that:
1 H 0.2011
2 H 0.1810
3 H 0.1856
4 H 0.2087
5 C -0.4884
6 H 0.2204
7 H 0.2049
8 C -0.6050
9 O -0.5231
10 C 0.3147
11 C 0.2210
12 H 0.2266
13 H 0.1970
14 H 0.2042
15 H 0.2048
16 C -0.6211
17 H 0.2284
18 C -0.6687
19 H 0.2241
20 C -0.3488
21 H 0.2218
22 C -0.2118
23 H 0.2227



ORCA calculation (ωB97M-V/def2-TZVPD) on a 7-piece molecular cluster, C27H27Cl8NO2 overall at a distorted geometry.

Element x y z (Å)
C 4.52451 -5.29211 -2.12442
C -3.71676 1.97418 0.48471
C 2.91799 -2.65207 3.27112
C -0.89277 1.68007 -3.38587
Cl -1.26149 -0.30189 3.52023
H -4.75231 3.27357 1.81431
H -0.71874 0.28356 1.05140
H -0.70123 -0.59672 -0.61319
H -3.61271 -1.45806 0.93153
Cl 1.33303 -2.55701 2.50173
O 1.80993 0.27192 1.25751
H -2.97545 0.39949 -0.72460
C 1.20524 5.22498 0.45593
C -4.45939 2.25133 1.62559
H 1.24692 -3.34893 -2.57535
C 2.24937 -5.19617 -3.02745
H 5.20631 -3.51025 -1.13799
C -0.18203 5.30724 0.30390
H 1.52656 2.62406 2.48731
C -3.39805 0.69112 0.22554
H -2.89151 0.98387 -3.79453
Cl -2.53384 -0.22846 6.26649
C -0.11277 -0.92446 -3.92601
C 3.17888 -3.33545 -1.90666
C 1.85056 4.27937 1.17942
H -2.19144 -1.22359 -4.39019
H 1.83698 -0.22287 -3.65781
C -1.85248 0.73119 -3.64293
Cl 4.09605 -2.79960 1.96502
H -0.84372 2.57727 2.26573
H -0.23267 -1.44826 0.68102
C -0.24138 -0.40764 0.35680
H 0.25070 -1.88027 -4.27344
H 2.92978 4.26595 1.14064
H 3.65379 -6.82530 -3.37587
C 0.44290 1.36477 -3.46207
H -1.13534 2.70164 -3.13298
H -0.65116 6.06317 -0.30838
C 0.79613 0.06290 -3.69477
H -4.71891 -0.88898 2.90118
H 3.01272 -2.35469 -1.48606
H 1.46817 -5.79416 -3.47302
Cl -2.20254 2.25602 4.76554
H 1.24560 2.04145 -3.20871
C -3.78227 -0.39785 1.04820
H -2.04144 4.45569 0.96407
Cl 0.16036 0.87458 5.76170
O 1.73130 -0.09232 -0.88796
H 1.80545 5.90164 -0.13421
C -1.49256 0.65104 5.05311
Cl 3.17871 -1.14602 4.16572
C -1.44234 -0.58239 -3.94960
H -3.62778 2.68256 -0.32565
N 1.20494 -0.06054 0.22277
H 5.42226 -5.83749 -1.87342
C 1.00908 3.29884 1.82151
C 2.15979 -3.92526 -2.60580
C 3.50137 -5.92955 -2.79210
C -4.48324 -0.10807 2.19334
C -0.97046 4.32104 0.99960
Cl 3.13206 -4.03445 4.32695
H -5.28071 1.39321 3.41162
C -4.74873 1.21913 2.48799
C -0.32913 3.26887 1.61512
C 4.39017 -4.01488 -1.63363

Cartesian forces (eV/Å) of the 3 atoms listed first:
C 0.4 -0.9 0.3
C -1.3 0.7 -0.2
C 0.0 0.7 -0.8

## Properties
calculated total energy	-134196.3650	eV
LUMO level (spin up / spin down)	2.03 / 2.04	eV
multiplicity	2
<S²>	0.7537
frontier orbital gap (spin up / spin down)	0.104 / 0.242	hartree
total charge	-1

How positive or negative is each atom? The natural (NBO) charges in e answer that:
1 C -0.2327
2 C -0.2149
3 C -0.2234
4 C -0.1637
5 Cl 0.0717
6 H 0.2065
7 H 0.2018
8 H 0.2046
9 H 0.2156
10 Cl 0.0726
11 O -0.6701
12 H 0.2248
13 C -0.2237
14 C -0.2178
15 H 0.2231
16 C -0.2073
17 H 0.2102
18 C -0.2435
19 H 0.2346
20 C -0.2058
21 H 0.2013
22 Cl 0.0080
23 C -0.2248
24 C -0.1916
25 C -0.2214
26 H 0.1965
27 H 0.2194
28 C -0.2643
29 Cl 0.0459
30 H 0.2158
31 H 0.1607
32 C -0.4972
33 H 0.2054
34 H 0.2147
35 H 0.2011
36 C -0.2088
37 H 0.1954
38 H 0.2013
39 C -0.1662
40 H 0.2076
41 H 0.2578
42 H 0.2023
43 Cl 0.0537
44 H 0.2209
45 C -0.2029
46 H 0.1984
47 Cl 0.0302
48 O -0.6596
49 H 0.1913
50 C -0.1828
51 Cl 0.0527
52 C -0.2208
53 H 0.2155
54 N 0.3437
55 H 0.1988
56 C -0.1384
57 C -0.2374
58 C -0.2299
59 C -0.2172
60 C -0.1909
61 Cl 0.0351
62 H 0.2033
63 C -0.2246
64 C -0.2534
65 C -0.2073



The lowest calculated total energy belongs to which entry? C27H27Cl8NO2



Which of these has the lowest calculated total energy? C27H27Cl8NO2



Number 2 is which compound? C27H27Cl8NO2



Which of these has the lowest calculated total energy? C27H27Cl8NO2